Computed, not measured: 2 unconnected molecules or ions with the total composition C4H12 in a non-equilibrium geometry, with ωB97M-V with the def2-TZVPD basis set.

As for the energy relative to the best compared isomer or geometry (same formula, charge and spin): 12.2 kcal/mol. The total charge is 0. The calculation puts the total energy at -4342.000 eV. Its SMILES is CC.CC. The molar mass is 60.140 g mol⁻¹.

Each line ends with the Mulliken charge.
CARTESIAN COORDINATES (ANGSTROEM)
C -1.28 0.04 1.09  -0.5015
C -2.37 0.93 0.45  -1.0035
H -0.77 0.66 1.82  0.3266
H -1.64 -0.89 1.51  0.3284
H -0.69 -0.39 0.27  -0.0835
H -2.94 0.37 -0.29  0.2919
H -3.05 1.26 1.22  0.3316
H -1.82 1.76 0.01  0.2887
C 1.58 -0.41 -1.47  -0.8865
C 2.07 -0.55 0.00  -0.5272
H 2.29 0.13 -2.07  0.3352
H 1.51 -1.42 -1.87  0.2387
H 0.66 0.16 -1.62  0.2756
H 2.86 -1.29 0.07  0.3148
H 1.10 -0.72 0.49  0.0299
H 2.50 0.37 0.39  0.2408


Computed, not measured: C4H3NOS2 in the gas phase in a non-equilibrium geometry, with ωB97M-V with the def2-TZVPD basis set.

As for the energy relative to the best compared isomer or geometry (same formula, charge and spin): 139.3 kcal/mol. The total charge is 0. The calculation puts the total energy at -29398.291 eV. Its SMILES is C#CC(=O)N(S)C=S. The molar mass is 145.208 g mol⁻¹.

Each line ends with the Mulliken charge.
CARTESIAN COORDINATES (ANGSTROEM)
C 2.57 0.01 -1.18  -0.3776
C 1.63 -0.44 -0.28  -0.1714
C 0.48 -0.55 0.67  0.7813
O 0.61 -0.74 1.83  -0.4832
N -0.60 0.04 0.08  -0.0366
S -0.79 0.20 -1.63  -0.0780
C -1.49 0.36 0.99  -0.1950
S -2.89 1.08 0.76  -0.3138
H 3.77 0.30 -1.64  0.3263
H -2.30 -0.44 -1.57  0.1700
H -0.98 0.15 1.97  0.3781


Computed, not measured: 2 unconnected molecules or ions with the total composition C5H11BNO2 in a non-equilibrium geometry, with ωB97M-V with the def2-TZVPD basis set.

As for the energy relative to the best compared isomer or geometry (same formula, charge and spin): 0.0 kcal/mol. The total charge is +1. The calculation puts the total energy at -11620.433 eV. The molar mass is 127.960 g mol⁻¹.

Each line ends with the Mulliken charge.
CARTESIAN COORDINATES (ANGSTROEM)
B -3.01 1.16 1.16  0.5847
C 1.10 -1.78 0.40  -0.7671
C -0.15 -0.29 -1.25  -0.7325
C 1.44 0.76 0.29  -0.7160
C 0.97 -1.27 -1.01  -0.0358
C 1.95 -0.63 -0.06  -0.0800
N 0.31 1.01 -0.66  0.0222
O -1.99 1.40 0.55  -0.6772
O -4.04 0.77 1.79  -0.4638
H 0.30 -1.58 1.09  0.2060
H 1.57 -2.74 0.55  0.3011
H -0.36 -0.16 -2.31  0.4746
H -1.07 -0.59 -0.74  0.1624
H 2.22 1.51 0.17  0.4293
H 1.29 -1.88 -1.84  0.4078
H 3.01 -0.76 -0.18  0.3949
H 0.62 1.65 -1.39  0.3870
H -0.52 1.42 -0.17  0.4708
H 1.06 0.79 1.31  0.2617
H -4.71 1.22 2.30  0.3698


Computed, not measured: a molecular structure, C26H33BrHfN in a non-equilibrium geometry, with ωB97M-V with the def2-TZVPD basis set.

The total charge is +1. The calculation puts the total energy at -100330.653 eV. The molar mass is 617.951 g mol⁻¹.

Each line ends with the Mulliken charge.
CARTESIAN COORDINATES (ANGSTROEM)
C 1.41 2.03 -0.44  0.8179
C 1.02 1.38 -1.67  0.2826
C 1.76 0.16 -1.78  1.0626
C 2.52 -0.01 -0.60  0.6003
C 2.32 1.13 0.24  0.3907
Hf -0.05 0.34 0.22  0.1817
C -0.20 -1.72 2.13  0.4011
C -0.58 -0.40 2.44  -0.1243
H -1.56 -0.20 2.90  0.5971
C 0.37 0.71 2.39  -0.8863
H 1.35 0.50 2.84  0.5529
H 0.00 1.69 2.73  0.4389
C -1.25 -2.77 1.93  -1.1939
H -2.21 -2.34 1.62  0.2052
H -0.95 -3.49 1.14  0.2381
H -1.41 -3.35 2.85  0.4153
C 1.21 -2.19 2.29  -0.8697
H 1.95 -1.38 2.34  0.0120
H 1.33 -2.78 3.22  0.4966
H 1.53 -2.86 1.47  0.1571
C 0.16 1.97 -2.74  -1.5943
H -0.60 2.64 -2.32  0.3047
H 0.77 2.54 -3.46  0.3535
H -0.36 1.18 -3.30  0.4079
C 1.78 -0.71 -2.98  -1.5999
H 0.77 -0.81 -3.41  0.2957
H 2.43 -0.29 -3.77  0.3839
H 2.15 -1.71 -2.75  0.3936
C 3.52 -1.08 -0.35  -1.7574
H 3.15 -2.06 -0.69  0.3834
H 4.47 -0.89 -0.88  0.3624
H 3.75 -1.18 0.72  0.3320
C 3.23 1.52 1.34  -1.6898
H 3.49 0.67 1.99  0.4358
H 4.18 1.91 0.93  0.3324
H 2.79 2.31 1.97  0.3635
C 1.22 3.47 -0.12  -1.5498
H 1.33 3.67 0.95  0.3927
H 1.97 4.08 -0.65  0.3241
H 0.22 3.83 -0.42  0.4769
C -0.62 -1.54 -0.93  1.2281
C -1.90 -1.53 -1.50  -0.8154
C 0.17 -2.69 -1.15  -0.1988
C -2.40 -2.64 -2.20  -0.7174
H -2.52 -0.64 -1.43  0.5605
C -0.28 -3.76 -1.95  -0.6909
H 1.18 -2.77 -0.72  0.1717
C -1.59 -3.74 -2.46  -0.7771
H -3.44 -2.62 -2.54  0.4037
H 0.38 -4.60 -2.15  0.4229
H -1.96 -4.59 -3.06  0.3719
Br -2.93 5.31 1.91  -0.1386
C -3.06 3.49 1.33  -0.6109
C -4.30 2.85 1.29  -0.0092
C -4.31 1.49 0.94  -1.0743
C -3.12 0.84 0.61  0.1721
N -1.93 1.51 0.50  -0.0653
C -1.89 2.81 1.00  0.1149
H -5.21 3.38 1.54  0.4740
H -5.24 0.91 0.95  0.4448
H -3.10 -0.25 0.49  0.2412
H -0.91 3.25 1.21  0.3650


Computed, not measured: C4H7N3O2 in the gas phase in a non-equilibrium geometry, with ωB97M-V with the def2-TZVPD basis set.

As for the energy relative to the best compared isomer or geometry (same formula, charge and spin): 189.9 kcal/mol. The total charge is 0. The calculation puts the total energy at -12819.295 eV. The molar mass is 129.119 g mol⁻¹.

Each line ends with the Mulliken charge.
CARTESIAN COORDINATES (ANGSTROEM)
C 1.64 -0.07 -0.88  0.0170
C 1.38 1.30 -1.18  -0.6251
C 0.14 -0.18 0.98  0.3399
C -1.15 -1.03 0.59  -1.1408
N 1.11 -0.72 0.03  -0.4263
N -0.02 1.20 0.90  -0.5997
N 0.68 1.66 -2.38  0.9371
O 0.54 2.87 -2.61  -0.5619
O 0.27 0.74 -3.04  -0.5393
H 2.19 -0.80 -1.52  0.3982
H 1.92 2.00 -0.73  0.5733
H 0.41 -0.45 2.05  0.3738
H -1.99 -0.85 1.27  0.3201
H -0.94 -2.05 0.68  0.3570
H -1.35 -0.67 -0.48  0.2815
H -0.77 1.44 0.26  0.2954


Computed, not measured: a molecular structure, C28H52ClOPYb in a non-equilibrium geometry, with ωB97M-V with the def2-TZVPD basis set.

As for the energy relative to the best compared isomer or geometry (same formula, charge and spin): 0.0 kcal/mol. The total charge is -1. The calculation puts the total energy at -85267.654 eV. Its expectation value of S² is 0.751. The molar mass is 644.190 g mol⁻¹. The spin multiplicity is 2.

Each line ends with the Löwdin spin population.
CARTESIAN COORDINATES (ANGSTROEM)
Yb 2.00 -0.17 3.88  0.9959
P -0.08 0.58 -0.94  0.0000
Cl 1.82 1.78 2.41  0.0004
C -0.96 -0.20 0.33  0.0000
H -1.97 -0.58 0.11  0.0000
H -0.78 0.16 1.36  0.0000
C 1.78 0.74 -1.03  0.0000
C -0.80 2.28 -1.09  0.0000
C 2.31 0.91 -2.46  0.0000
H 1.96 1.66 -0.44  0.0000
C 3.79 1.26 -2.46  0.0000
H 2.17 -0.04 -3.00  0.0000
H 1.76 1.68 -3.01  0.0000
C 4.63 0.24 -1.68  0.0000
H 4.15 1.32 -3.49  0.0000
H 3.93 2.26 -2.01  0.0000
C 4.06 -0.08 -0.29  -0.0002
H 4.70 -0.69 -2.27  0.0000
H 5.65 0.63 -1.57  0.0000
C 2.55 -0.38 -0.31  0.0000
H 4.59 -0.94 0.14  -0.0002
H 4.23 0.77 0.38  -0.0001
H 2.37 -1.35 -0.81  0.0000
H 2.17 -0.47 0.72  0.0002
C -0.68 -0.55 -2.29  0.0000
C -2.32 2.20 -1.35  0.0000
H -0.65 2.67 -0.07  0.0000
C -2.97 3.59 -1.24  0.0000
H -2.51 1.79 -2.35  0.0000
H -2.77 1.50 -0.62  0.0000
C -2.28 4.62 -2.14  0.0000
H -4.03 3.51 -1.51  0.0000
H -2.92 3.92 -0.20  0.0000
C -0.75 4.63 -2.01  0.0000
H -2.55 4.43 -3.19  0.0000
H -2.66 5.62 -1.90  0.0000
C -0.12 3.23 -2.07  0.0000
H -0.31 5.26 -2.79  0.0000
H -0.47 5.08 -1.04  0.0000
H -0.20 2.84 -3.10  0.0000
H 0.95 3.32 -1.85  0.0000
C 0.07 -1.88 -2.23  0.0000
H -1.73 -0.75 -2.01  0.0000
C -0.59 -2.90 -3.17  0.0000
H 1.12 -1.73 -2.54  0.0000
H 0.09 -2.26 -1.20  0.0000
C -0.78 -2.34 -4.59  0.0000
H 0.03 -3.80 -3.20  0.0000
H -1.56 -3.19 -2.75  0.0000
C -1.39 -0.94 -4.63  0.0000
H 0.19 -2.32 -5.10  0.0000
H -1.41 -3.03 -5.16  0.0000
C -0.68 0.04 -3.70  0.0000
H -1.36 -0.54 -5.65  0.0000
H -2.45 -0.99 -4.34  0.0000
H 0.35 0.21 -4.03  0.0000
H -1.19 1.02 -3.72  0.0000
C 0.08 -3.24 1.40  0.0000
C -1.21 -2.89 1.16  0.0000
H 0.83 -3.25 0.60  0.0000
C -2.27 -2.80 2.22  0.0000
H -1.57 -2.74 0.14  0.0000
C -1.72 -2.99 3.64  0.0000
H -2.77 -1.82 2.13  0.0000
H -3.05 -3.55 2.03  0.0000
C -0.59 -4.02 3.71  0.0000
H -1.33 -2.01 3.98  0.0000
H -2.54 -3.28 4.31  0.0000
C 0.56 -3.63 2.76  0.0003
H -0.24 -4.10 4.74  -0.0001
H -0.99 -5.00 3.42  0.0000
H 1.12 -2.80 3.22  0.0006
H 1.27 -4.47 2.71  -0.0001
C -1.45 0.38 6.07  0.0000
C -0.31 0.73 5.14  0.0001
C 0.91 1.32 5.88  -0.0001
O 0.01 -0.39 4.36  0.0037
H -1.20 -0.44 6.75  0.0000
H -2.32 0.06 5.48  0.0000
H -1.73 1.26 6.65  0.0000
H -0.69 1.53 4.48  0.0000
H 1.42 0.55 6.46  -0.0004
H 1.62 1.84 5.21  0.0002
H 0.61 2.10 6.59  0.0000